Record 1
A cluster of 14 separate species, C19H66N14O14 in total, computed with ωB97M-V/def2-TZVPD.

```
113
Properties=species:S:1:pos:R:3:forces:R:3:mulliken_charge:R:1
C -4.025 -0.127 1.415 -1.05 1.68 1.09 0.6536
C -5.530 -0.214 1.115 1.10 -1.22 0.62 -0.7956
O -6.251 0.826 1.743 -0.52 -0.12 0.04 -0.5360
H -3.749 0.896 1.107 0.55 -0.50 -0.27 0.2558
H -3.474 -0.928 0.923 0.10 0.48 0.14 -0.7560
H -3.892 -0.098 2.540 -0.06 -0.53 -1.15 0.0343
H -5.837 -1.172 1.533 -0.36 -0.26 -0.08 0.4109
H -5.702 -0.252 0.047 -0.04 0.21 -0.43 0.3021
H -7.160 0.486 1.780 0.32 0.53 0.10 0.3282
C 4.963 3.006 -2.657 1.53 0.82 1.37 -1.2028
C 3.645 3.442 -2.017 -0.52 -0.02 -1.67 -0.3194
O 3.151 2.516 -1.118 -0.05 -1.01 1.27 -0.0560
H 5.422 3.823 -3.228 -0.49 -0.31 -0.37 0.3905
H 4.971 2.071 -3.197 -0.62 -0.08 -0.67 0.3395
H 5.781 2.789 -1.929 -0.79 0.32 0.23 0.2878
H 2.846 3.438 -2.768 0.37 0.72 -0.78 0.2318
H 3.589 4.418 -1.535 0.85 0.28 -0.24 0.4627
H 2.641 3.071 -0.500 0.09 -0.72 0.81 0.0067
C 1.934 -3.927 2.068 0.66 0.48 -1.04 -1.5698
C 1.552 -2.917 0.916 0.22 0.56 0.54 1.2841
O 2.671 -2.719 0.037 0.23 -0.43 0.68 -0.6167
H 2.092 -4.935 1.658 -0.10 0.30 -0.07 0.3472
H 1.137 -3.998 2.795 -0.29 0.13 0.15 0.3074
H 2.867 -3.683 2.611 -0.48 0.27 -0.40 0.3967
H 1.192 -1.911 1.323 0.46 -1.37 -0.30 -0.1368
H 0.747 -3.386 0.337 -0.12 0.18 0.23 -0.2641
H 2.527 -2.069 -0.667 -0.37 -0.21 0.52 0.1853
C 1.011 -4.502 -2.208 1.67 0.61 2.69 -1.6440
C 0.610 -3.058 -2.455 -1.05 -0.66 0.51 1.5022
O -0.424 -3.088 -3.465 0.18 0.13 -0.05 -0.6891
H 1.301 -5.002 -3.068 0.42 -0.81 -1.93 0.5403
H 0.183 -5.046 -1.758 -0.19 -0.02 0.02 0.2930
H 1.926 -4.622 -1.492 -1.67 0.58 -1.07 0.2150
H 1.388 -2.346 -2.670 0.65 -0.20 -0.75 -0.1185
H 0.182 -2.685 -1.523 -0.34 0.08 -0.01 -0.5608
H -0.334 -2.300 -4.022 0.66 -0.02 0.57 0.2736
C -1.884 -3.417 1.678 2.50 -1.60 -0.94 0.3752
C -3.111 -3.837 2.348 -0.16 0.81 -1.46 -0.8026
O -4.138 -3.325 1.462 -1.20 -0.30 0.74 -0.4765
H -1.031 -3.831 2.235 0.05 0.66 0.21 0.0539
H -1.894 -2.324 1.691 0.62 -0.26 -0.69 -0.2764
H -1.727 -3.978 0.694 -0.51 1.44 0.78 0.1280
H -3.072 -3.281 3.264 -1.06 -0.12 0.82 0.1994
H -3.167 -4.896 2.440 -0.39 -0.80 0.50 0.5204
H -4.503 -4.033 0.917 0.04 -0.16 0.52 0.3220
C 3.729 -0.617 -2.504 3.83 -9.34 -5.17 -0.0478
O 4.085 -1.774 -3.234 -1.98 5.52 3.83 -0.8058
N 4.318 -0.231 -1.441 0.36 2.54 3.32 0.2352
N 2.793 0.186 -2.837 -4.11 2.36 -3.69 -0.0092
H 5.099 -0.711 -1.130 1.49 -0.92 0.78 0.2257
H 3.912 0.600 -0.927 0.83 -1.23 -0.43 -0.0878
H 2.151 -0.015 -3.631 0.91 0.07 0.56 0.0786
H 3.125 1.122 -2.747 -0.64 0.93 0.06 -0.1359
C -1.799 0.432 4.169 5.94 -0.32 -4.55 0.1269
O -0.733 0.039 3.448 -3.66 0.49 2.85 -0.7463
N -2.218 1.629 4.019 -1.76 4.81 -1.37 -0.1418
N -2.377 -0.192 5.100 -2.24 -6.04 4.73 -0.2977
H -1.796 2.127 3.248 0.29 0.20 -0.28 0.2464
H -3.150 1.995 4.208 0.33 -0.72 0.38 0.3356
H -2.094 -1.165 5.309 -0.15 1.08 -0.40 0.3110
H -3.232 0.073 5.607 0.97 0.31 -0.81 0.1962
C -3.033 -2.005 -1.895 4.12 4.50 1.61 0.0118
O -2.113 -1.174 -1.177 -3.98 -3.45 -4.57 -0.4192
N -3.840 -2.676 -1.169 -2.33 -3.48 5.03 -0.2747
N -3.289 -2.049 -3.225 2.51 1.84 -2.08 -0.3199
H -3.763 -2.632 -0.049 0.08 -0.16 -3.19 0.0527
H -4.231 -3.571 -1.531 0.26 1.36 0.25 0.2695
H -2.552 -1.491 -3.786 -1.86 -1.72 1.33 0.1868
H -3.793 -2.752 -3.823 0.73 0.84 1.88 0.2315
C 2.308 3.791 2.303 2.20 0.94 -6.03 0.4605
O 2.713 4.094 0.998 -2.46 -1.29 6.39 -0.7154
N 1.548 2.747 2.620 0.50 -1.93 -0.78 -0.2780
N 2.671 4.559 3.310 3.00 3.00 1.96 -0.4567
H 1.666 2.031 1.774 -0.57 -0.38 1.50 -0.0045
H 1.412 2.448 3.628 0.44 0.33 -2.01 0.2292
H 3.406 5.316 3.036 -1.91 -2.03 0.84 0.3320
H 2.786 4.122 4.265 -0.18 0.91 -1.78 0.2151
C -0.970 -0.084 -4.653 7.91 0.77 1.99 0.4772
O 0.332 -0.405 -4.331 -5.98 0.84 -1.40 -0.7682
N -1.786 -0.892 -5.224 -2.76 -1.74 -2.02 -0.4792
N -1.451 1.098 -4.454 0.26 4.46 1.54 -0.2695
H -1.422 -1.738 -5.546 0.33 -1.45 -0.85 0.3086
H -2.652 -0.515 -5.615 0.66 -0.54 0.04 0.2340
H -0.771 1.788 -4.000 -1.19 -1.01 -0.40 0.2401
H -2.416 1.416 -4.669 1.32 -0.63 0.30 0.2067
C -1.841 3.908 1.632 -4.09 -5.64 -7.47 0.5691
O -2.792 3.662 0.714 2.58 1.48 3.90 -0.7160
N -1.653 5.049 2.148 -0.49 5.52 3.06 -0.3176
N -1.006 2.898 1.858 2.57 0.00 1.11 0.5849
H -2.539 5.589 2.211 1.35 -0.18 -0.28 0.3163
H -0.871 5.340 2.758 -0.91 -0.68 -0.64 0.2070
H -1.035 2.051 1.264 -0.16 1.15 0.16 -0.6383
H -0.034 3.164 2.235 -1.78 -0.99 -0.72 0.2662
C 0.696 0.298 0.085 5.54 1.56 4.06 0.2874
O 1.902 0.707 0.768 -5.45 -1.24 -2.68 -1.0224
N 0.755 -0.065 -1.159 3.24 0.64 0.58 3.4951
N -0.469 0.200 0.678 0.33 1.39 3.43 1.3349
H 1.704 -0.093 -1.580 -1.22 0.16 -0.20 -2.2586
H -0.064 -0.340 -1.569 -2.32 -1.19 -1.77 -0.6702
H -0.587 0.316 1.745 0.39 -0.71 -1.63 0.1906
H -1.165 -0.214 0.134 -1.77 -0.88 -0.73 -0.3422
C -0.493 2.812 -1.484 0.19 -2.20 0.59 -0.1604
O 0.403 2.505 -2.585 -0.90 0.50 0.40 -0.8025
H -1.354 2.118 -1.357 0.60 -0.26 -0.49 0.0703
H -0.994 3.716 -1.618 -0.19 1.84 -0.56 0.8343
H -0.022 2.798 -0.490 0.40 0.26 -0.58 -0.2886
H 1.004 1.790 -2.326 -0.33 0.16 0.28 0.2763
C 4.780 0.555 2.052 -1.44 -2.90 -1.27 -0.0900
O 5.245 1.330 3.113 1.78 0.50 -0.96 -0.5582
H 4.116 -0.317 2.417 1.04 1.17 -0.47 0.1964
H 5.547 0.062 1.369 -0.14 0.80 1.50 0.2416
H 4.144 1.066 1.335 -0.17 0.63 0.21 -0.1153
H 4.624 1.299 3.808 -1.04 -0.17 1.03 0.3294
```
Positions in Å, forces in eV/Å.

Computed properties:
- M: 714.82 g/mol
- LUMO level: 0.00185 Eh
- Energy above the lowest of the compared OMol25 structures with the same formula, charge and spin: 248.4 kcal/mol

Record 2
An isolated molecule of C5H11NO, computed with ωB97M-V/def2-TZVPD.

```
18
Properties=species:S:1:pos:R:3:forces:R:3:mulliken_charge:R:1
C -0.094 0.743 -2.456 -0.04 -0.05 -0.04 -1.4190
C -0.067 1.039 -0.976 0.08 0.15 -0.07 0.2169
C -1.261 0.898 -0.097 -0.21 0.21 0.17 -0.5434
N -0.187 -0.083 -0.067 0.08 -0.13 -0.01 -0.2020
C 0.699 -0.150 1.093 -0.05 0.09 0.29 -0.7039
C 0.838 -1.591 1.562 0.37 0.08 -0.10 -0.3938
O -0.386 -2.164 1.987 -0.20 0.09 0.08 -0.4979
H 0.890 0.417 -2.816 -0.14 0.05 0.14 0.2922
H -0.382 1.629 -3.033 0.01 -0.12 0.12 0.3483
H -0.807 -0.060 -2.660 0.06 0.11 0.01 0.3315
H 0.651 1.812 -0.685 -0.20 -0.10 0.05 0.4284
H -2.219 0.551 -0.486 0.25 0.01 -0.08 0.2256
H -1.370 1.579 0.753 0.21 -0.15 -0.20 0.2704
H 1.679 0.290 0.859 -0.10 -0.33 -0.06 0.4055
H 0.321 0.432 1.947 -0.16 0.09 -0.15 0.3680
H 1.246 -2.200 0.744 -0.10 0.07 0.12 0.2622
H 1.542 -1.629 2.405 -0.02 0.03 -0.15 0.2983
H -1.093 -1.512 1.925 0.16 -0.11 -0.12 0.3128
```
Positions in Å, forces in eV/Å.

Computed properties:
- M: 101.15 g/mol
- LUMO level: 0.03955 Eh
- Energy above the lowest of the compared OMol25 structures with the same formula, charge and spin: 51.7 kcal/mol

Record 3
The ion C5H12NO with charge +1, computed with ωB97M-V/def2-TZVPD.

```
19
Properties=species:S:1:pos:R:3:forces:R:3:mulliken_charge:R:1
C -1.260 -0.164 -0.104 4.26 2.21 3.43 0.7222
C -1.765 -1.501 0.160 -1.61 -0.89 -5.28 -1.2066
C 1.985 -0.303 -0.553 1.75 1.02 2.03 -1.1032
C 0.188 1.804 0.140 -1.13 -0.90 0.10 -1.3243
C 1.236 -0.440 0.821 1.76 4.35 -3.09 -0.4131
N 0.109 0.438 0.611 -8.35 -1.28 -2.93 0.0674
O -2.049 0.738 -0.540 1.36 1.28 -0.39 -0.3598
H -2.894 -1.599 -0.233 2.47 0.22 1.43 0.3913
H -1.194 -2.233 -0.485 -0.38 0.48 0.97 0.3369
H -1.581 -1.626 1.149 0.08 -1.12 3.09 0.3376
H 2.447 0.779 -0.750 -1.03 -2.71 0.51 0.2730
H 2.693 -1.096 -0.568 1.41 -0.18 -0.17 0.4333
H 1.299 -0.607 -1.250 -1.72 -0.15 -2.30 0.3856
H -0.672 2.403 0.367 -0.63 -0.19 -0.12 0.3659
H 0.549 1.955 -0.833 -0.13 -0.24 -1.82 0.4740
H 0.910 2.233 0.671 3.22 1.84 2.66 0.5366
H 1.945 0.076 1.479 -0.73 -0.72 0.90 0.2853
H 0.833 -1.357 1.039 -0.12 -2.41 0.87 0.3846
H -2.779 0.501 -1.120 -0.49 -0.60 0.12 0.4133
```
Positions in Å, forces in eV/Å.

Computed properties:
- Net charge: +1
- M: 102.16 g/mol
- LUMO level (spin up / spin down): -0.17770 / -0.17769 Eh
- Energy above the lowest of the compared OMol25 structures with the same formula, charge and spin: 83.6 kcal/mol

Repeat the second record exactly.
An isolated molecule of C5H11NO, computed with ωB97M-V/def2-TZVPD.

```
18
Properties=species:S:1:pos:R:3:forces:R:3:mulliken_charge:R:1
C -0.094 0.743 -2.456 -0.04 -0.05 -0.04 -1.4190
C -0.067 1.039 -0.976 0.08 0.15 -0.07 0.2169
C -1.261 0.898 -0.097 -0.21 0.21 0.17 -0.5434
N -0.187 -0.083 -0.067 0.08 -0.13 -0.01 -0.2020
C 0.699 -0.150 1.093 -0.05 0.09 0.29 -0.7039
C 0.838 -1.591 1.562 0.37 0.08 -0.10 -0.3938
O -0.386 -2.164 1.987 -0.20 0.09 0.08 -0.4979
H 0.890 0.417 -2.816 -0.14 0.05 0.14 0.2922
H -0.382 1.629 -3.033 0.01 -0.12 0.12 0.3483
H -0.807 -0.060 -2.660 0.06 0.11 0.01 0.3315
H 0.651 1.812 -0.685 -0.20 -0.10 0.05 0.4284
H -2.219 0.551 -0.486 0.25 0.01 -0.08 0.2256
H -1.370 1.579 0.753 0.21 -0.15 -0.20 0.2704
H 1.679 0.290 0.859 -0.10 -0.33 -0.06 0.4055
H 0.321 0.432 1.947 -0.16 0.09 -0.15 0.3680
H 1.246 -2.200 0.744 -0.10 0.07 0.12 0.2622
H 1.542 -1.629 2.405 -0.02 0.03 -0.15 0.2983
H -1.093 -1.512 1.925 0.16 -0.11 -0.12 0.3128
```
Positions in Å, forces in eV/Å.

Computed properties:
- M: 101.15 g/mol
- LUMO level: 0.03955 Eh
- Energy above the lowest of the compared OMol25 structures with the same formula, charge and spin: 51.7 kcal/mol